Computed, not measured: a gas-phase ion, C2H5N4 (charge +1) at a distorted geometry, with ωB97M-V/def2-TZVPD.

Positions of all 11 atoms, in Å:
1 H 1.477700 1.343538 1.210954
2 N 1.596470 1.131348 0.117735
3 N 1.304686 0.158952 -0.478346
4 C 0.276859 -0.597337 -0.024939
5 N 0.284152 -1.922485 0.008642
6 C -0.617380 0.343045 0.129279
7 N -1.423291 1.226037 -0.265850
8 H -0.550661 -2.477798 0.146119
9 H 1.154324 -2.439950 -0.018050
10 H -1.711405 1.443656 -1.239261
11 H -1.791450 1.790990 0.413716

Cartesian forces, eV/Å:
H -1.03 -1.39 -2.27
N 4.06 5.58 3.21
N 0.74 -2.14 -1.94
C -0.89 -2.88 -0.29
N -0.11 -0.50 0.16
C -2.41 0.36 1.13
N 0.56 -1.18 -2.38
H 0.10 0.32 -0.08
H -0.06 0.33 0.00
H 0.30 -0.57 0.56
H -1.26 2.08 1.90

Its energy above the lowest of the compared OMol25 structures with the same formula, charge and spin is 3.799 eV. Its max |F| is 7.608 eV/Å. As for the frontier orbital gap: 9.1 eV. Its SMILES is [H]/N=N\C(N)=C=[NH2+]. The charge is +1. The calculated total energy comes out at -8103.928 eV. Its spin multiplicity is 1.

***

Computed, not measured: a molecular structure, C15H11F23O8S2 at a distorted geometry, with ωB97M-V/def2-TZVPD.

Positions of all 59 atoms, in Å:
1 O 0.967086 1.108618 0.021941
2 S 0.149191 1.193265 -1.135658
3 O -0.853583 0.198459 -1.363173
4 O 1.019648 1.341910 -2.454650
5 C 0.294429 2.142677 -3.423461
6 C -0.921566 2.687141 -2.639254
7 S -1.266430 4.416567 -3.061750
8 O -0.965410 5.245380 -1.935992
9 O -0.630067 4.642088 -4.332490
10 C -3.125371 4.605248 -3.397255
11 F -3.459449 5.719836 -2.740352
12 F -3.278765 4.799607 -4.708275
13 C -4.054031 3.457635 -2.913579
14 F -3.568466 2.956276 -1.762068
15 F -5.274915 3.978136 -2.678197
16 C -4.259296 2.317156 -3.951866
17 F -5.006605 2.728329 -4.949802
18 F -3.081308 1.911408 -4.444577
19 F -4.845009 1.292961 -3.365571
20 O -0.489728 2.643677 -1.254718
21 H 0.991870 2.907726 -3.752916
22 H -0.050836 1.526317 -4.252327
23 H -1.760404 2.003750 -2.697598
24 C 3.862803 -0.263351 0.876023
25 C 3.400442 -1.000609 2.142221
26 C 4.218051 -0.828799 3.426230
27 F 5.470411 -1.295585 3.272706
28 F 3.619524 -1.537420 4.410332
29 F 3.231709 -2.313210 1.879651
30 F 2.171172 -0.479162 2.446046
31 O 4.601352 -1.005744 -0.078069
32 C 5.958089 -1.128883 -0.032190
33 C 6.391156 -2.590221 0.143969
34 F 5.883710 -3.102822 1.279849
35 F 7.739602 -2.632679 0.217636
36 F 6.512884 -0.334135 0.896914
37 F 6.440275 -0.738804 -1.236020
38 H 2.941573 -0.013812 0.356034
39 H 4.348452 0.682818 1.116805
40 H 4.252962 0.223850 3.719499
41 H 6.050980 -3.182985 -0.707003
42 C -2.149378 -1.781027 1.169569
43 C -2.159221 -0.819405 2.368304
44 C -1.134047 -1.052383 3.482305
45 F -1.326779 -2.245734 4.075823
46 F -1.293535 -0.085850 4.416844
47 F -3.401583 -0.735890 2.890045
48 F -1.838727 0.401939 1.849700
49 O -3.100263 -2.829715 1.163337
50 C -2.861699 -4.044256 1.732589
51 C -3.841221 -4.332739 2.877570
52 F -3.746319 -3.389859 3.833087
53 F -3.527969 -5.529703 3.421060
54 F -1.586645 -4.183391 2.126450
55 F -3.099794 -4.987480 0.789795
56 H -2.436320 -1.160851 0.322267
57 H -1.142817 -2.147384 0.965561
58 H -0.117298 -0.998795 3.085167
59 H -4.862519 -4.360090 2.493484

Cartesian forces, eV/Å:
O -0.15 0.34 -0.65
S 0.14 -0.86 0.46
O 0.15 0.44 0.03
O -0.03 -0.11 -0.01
C 0.07 -0.12 0.11
C 0.67 -0.23 0.89
S 0.73 0.77 -0.27
O -0.31 -0.50 -0.24
O -0.45 -0.28 0.32
C -0.01 0.12 0.24
F 0.00 -0.14 -0.13
F -0.01 -0.04 0.06
C -0.47 0.28 -0.15
F -0.08 0.00 -0.04
F 0.31 -0.14 0.02
C 0.08 0.11 0.23
F -0.27 0.21 -0.35
F 0.28 -0.03 -0.08
F -0.12 -0.32 0.25
O -0.47 0.09 -0.25
H -0.18 0.05 -0.06
H 0.18 -0.01 0.04
H -0.13 0.33 -0.41
C -0.13 0.44 -0.25
C 0.12 -0.27 -0.20
C -0.11 0.08 0.09
F 0.07 -0.02 -0.06
F 0.02 0.01 -0.01
F -0.02 0.06 0.02
F -0.03 0.06 0.02
O -0.10 -0.44 0.28
C -0.09 0.17 -0.09
C 0.03 -0.05 -0.06
F 0.01 0.03 0.03
F 0.03 -0.03 0.00
F 0.04 0.00 0.11
F 0.06 0.07 -0.04
H -0.02 -0.01 0.03
H 0.11 -0.10 0.17
H 0.02 0.00 -0.01
H 0.00 0.00 0.00
C 0.20 0.02 -0.47
C -0.23 -0.26 -0.01
C 0.09 0.14 -0.03
F -0.02 -0.06 0.00
F 0.02 -0.02 0.00
F 0.07 0.03 -0.02
F 0.04 0.16 -0.02
O -0.25 0.21 0.41
C 0.05 0.06 -0.17
C -0.06 -0.05 0.01
F 0.02 -0.02 0.00
F -0.02 -0.03 0.03
F 0.07 -0.01 0.08
F 0.06 -0.08 -0.04
H 0.02 0.00 0.01
H 0.03 0.00 0.17
H -0.02 -0.02 0.01
H 0.00 0.00 0.00

Its max |F| is 1.138 eV/Å. As for the frontier orbital gap: 11.5 eV. The calculated total energy comes out at -116283.900 eV. Its spin multiplicity is 1.

***

Computed, not measured: 3 unconnected molecules or ions with the total composition C31H75Cl2FN7O3P4 at a distorted geometry, with ωB97M-V/def2-TZVPD.

Positions of all 123 atoms, in Å:
1 C 1.533813 6.815907 1.226074
2 C 0.080996 6.838398 2.068783
3 P -0.127602 5.161963 2.836356
4 C 1.178735 4.987518 4.274514
5 C 2.073299 6.336935 4.516868
6 C -1.736295 4.637401 3.598574
7 C -1.448941 3.086544 4.157634
8 C -0.490626 2.158083 3.227494
9 C -1.068734 1.802826 1.724640
10 C -0.272750 2.592921 0.498690
11 F -0.751856 0.343112 1.484828
12 C -2.794340 2.218548 4.456338
13 C -3.974501 3.277164 4.860573
14 P -3.734328 4.193551 6.511298
15 C -5.284128 3.989732 7.675902
16 C -2.316678 3.411162 7.579939
17 C -4.267398 4.222601 3.546366
18 C -5.382390 5.311189 3.991666
19 O -6.490996 4.661328 4.778257
20 C -7.495020 4.146508 3.830598
21 N -3.037182 4.699737 2.794442
22 C -3.209583 5.861969 1.869596
23 Cl -4.648260 5.605527 0.652059
24 C -3.290078 7.369689 2.365448
25 C -2.791507 7.797496 3.845490
26 Cl -4.974070 8.217623 2.142399
27 H 2.019571 5.728645 1.264763
28 H 2.264572 7.644036 1.616938
29 H 1.368385 7.031982 0.068103
30 H 0.243877 7.706012 2.872707
31 H -0.675079 7.199295 1.253142
32 H 1.846913 4.032014 4.162775
33 H 0.560748 4.830130 5.284223
34 H 2.875056 6.372802 3.638337
35 H 2.702537 6.185806 5.506722
36 H 1.465238 7.328718 4.638486
37 H -1.886421 5.269865 4.600570
38 H -0.886172 3.209437 5.203662
39 H -0.478008 1.097518 3.785841
40 H 0.665588 2.456729 3.229456
41 H -2.239487 1.868947 1.627319
42 H 0.824591 2.862856 0.801880
43 H -0.861766 3.620818 0.353679
44 H -0.320328 2.015380 -0.519972
45 H -3.199357 1.576921 3.561352
46 H -2.674514 1.455692 5.366747
47 H -4.946499 2.596087 5.003829
48 H -5.991248 3.115285 7.274776
49 H -5.917350 4.995671 7.579543
50 H -4.980495 3.781717 8.790769
51 H -1.542020 4.253256 7.912090
52 H -2.764359 2.988789 8.598040
53 H -1.788243 2.505328 7.059413
54 H -4.852146 3.493454 2.797010
55 H -6.005038 5.796976 3.095028
56 H -5.025008 6.193142 4.667031
57 H -7.028451 3.769487 2.806563
58 H -8.119720 3.245103 4.275641
59 H -8.295102 4.978135 3.539957
60 H -2.861745 3.896313 2.103222
61 H -2.300166 5.779428 1.094244
62 H -2.631590 8.028551 1.612186
63 H -1.622827 8.021140 3.943952
64 H -3.307601 8.844671 4.098058
65 H -3.057454 7.090626 4.731028
66 O 2.308630 -0.366619 -1.736917
67 P 1.578018 -1.726900 -1.851275
68 N 2.157843 -2.223293 -0.352433
69 C 3.200328 -3.145210 0.028493
70 C 1.486334 -1.687249 0.825782
71 N 2.518142 -2.190161 -3.225775
72 C 3.372731 -3.345257 -3.396878
73 C 3.150027 -1.088278 -3.980560
74 N 0.738072 -3.290743 -1.982746
75 C -0.701340 -3.087830 -1.765337
76 C 1.082415 -4.613387 -1.489393
77 H 2.780438 -4.005164 0.566846
78 H 3.931405 -2.675080 0.694354
79 H 3.765439 -3.542779 -0.806521
80 H 0.608537 -2.291427 1.072517
81 H 1.155313 -0.657787 0.655933
82 H 2.138408 -1.660952 1.707127
83 H 4.216556 -3.352723 -2.701302
84 H 3.827226 -3.384865 -4.397004
85 H 2.828895 -4.289007 -3.349910
86 H 4.049213 -0.731732 -3.476308
87 H 2.456037 -0.250900 -4.120143
88 H 3.437087 -1.393119 -4.996463
89 H -0.916717 -2.923411 -0.704150
90 H -1.292139 -3.943408 -2.109683
91 H -1.052833 -2.212562 -2.320658
92 H 0.795077 -4.756651 -0.442082
93 H 2.135208 -4.873433 -1.584511
94 H 0.552282 -5.370264 -2.082092
95 O 3.307706 -7.433862 -4.278923
96 P 2.922817 -7.102821 -5.741628
97 N 2.226792 -8.618913 -5.956435
98 C 2.673805 -9.803152 -6.648943
99 C 0.895452 -8.819550 -5.396312
100 N 4.579137 -6.949036 -6.211357
101 C 5.308294 -7.675562 -7.228380
102 C 5.539918 -6.679190 -5.121763
103 N 2.480330 -6.722240 -7.423223
104 C 1.339193 -5.795879 -7.426571
105 C 2.378794 -7.560573 -8.605697
106 H 2.010936 -10.032339 -7.493769
107 H 2.672254 -10.679414 -5.992415
108 H 3.678278 -9.728386 -7.049077
109 H 0.130440 -8.474948 -6.098054
110 H 0.774564 -8.265098 -4.460266
111 H 0.691066 -9.871085 -5.161448
112 H 5.371118 -8.746970 -7.018470
113 H 6.351593 -7.340296 -7.315039
114 H 4.923492 -7.503880 -8.233904
115 H 5.773397 -7.590327 -4.569270
116 H 5.154187 -5.922836 -4.427901
117 H 6.486422 -6.265836 -5.496807
118 H 0.410968 -6.318668 -7.172347
119 H 1.207853 -5.311406 -8.400054
120 H 1.490346 -4.999470 -6.691106
121 H 1.418072 -8.083366 -8.666090
122 H 3.168789 -8.302929 -8.704994
123 H 2.468897 -6.933971 -9.502607

Cartesian forces, eV/Å:
C 0.14 -0.56 -0.76
C 1.56 2.98 -0.17
P 1.72 -1.20 -1.70
C -0.75 0.84 2.19
C 1.28 -0.86 -0.06
C 0.12 0.60 4.65
C 0.56 -1.06 0.23
C 0.31 -1.65 0.31
C 1.80 -0.63 -0.88
C -1.19 0.66 0.38
F -0.91 2.82 0.77
C -1.01 0.63 0.85
C -0.60 -2.71 -0.78
P 0.33 1.02 1.30
C -1.39 -0.39 -0.60
C 0.37 -0.85 1.14
C -3.41 -1.75 1.55
C -2.08 1.58 -0.24
O 0.93 -0.34 -2.44
C -1.43 -0.44 -1.01
N 0.46 -1.88 -1.07
C 0.68 1.43 -3.27
Cl 1.64 -0.58 1.36
C 1.02 2.34 0.20
C 0.42 1.22 1.18
Cl 1.42 -0.95 0.34
H -0.87 2.45 0.09
H -1.43 -1.81 -0.61
H 0.14 -0.45 2.57
H -0.72 -1.71 -1.84
H 1.04 -0.97 1.93
H -1.32 1.98 -0.14
H 1.25 0.25 -2.09
H -1.86 0.37 1.91
H -1.38 0.29 -2.00
H 1.11 -2.03 -0.44
H -0.32 -1.36 -2.12
H -1.30 -0.05 -2.44
H -0.18 2.27 -1.20
H -2.79 -0.40 -0.37
H 2.26 -0.13 0.21
H -2.20 -0.70 -0.59
H 1.41 -2.10 0.19
H 0.09 0.88 2.20
H 1.06 1.31 1.47
H 0.10 1.75 -2.10
H 1.92 1.71 -0.57
H 1.54 1.83 1.02
H 1.48 -2.29 0.34
H -0.48 0.48 -2.31
H -1.64 -1.88 -1.04
H 0.85 0.86 -2.25
H -0.80 1.82 1.05
H 1.50 1.69 1.47
H 2.08 -0.98 1.60
H -0.27 -1.92 -1.25
H -0.77 0.73 2.17
H 1.62 1.92 -0.58
H 1.83 -1.53 0.72
H -0.39 1.29 0.90
H -1.88 0.18 2.10
H -1.54 -1.83 1.60
H -2.54 -0.76 -0.63
H 1.13 -2.43 -0.68
H 0.26 1.03 -1.79
O -3.89 1.44 -0.15
P 7.22 -2.53 -0.67
N 0.82 -0.61 2.55
C 0.27 -0.13 -0.10
C -0.26 0.31 -0.48
N 0.40 1.06 -1.32
C -0.41 -1.19 -0.42
C -0.48 0.40 -0.04
N -3.73 0.75 -1.25
C -0.04 -0.15 -0.43
C 0.61 0.10 0.87
H 0.05 -0.02 0.04
H -0.01 0.13 0.03
H -0.10 0.07 -0.16
H -0.19 -0.05 0.28
H 0.05 -0.19 -0.02
H 0.07 -0.13 -0.26
H 0.00 -0.04 0.09
H -0.25 0.37 0.13
H 0.05 0.03 0.33
H 0.09 0.22 0.08
H 0.30 -0.19 0.30
H -0.14 -0.40 0.33
H -0.22 -0.06 0.07
H 0.14 -0.02 0.06
H 0.06 0.10 0.00
H -0.01 -0.07 0.13
H -0.12 0.28 0.06
H -0.18 0.40 -0.09
O -2.55 3.22 0.71
P 5.41 -5.24 -1.38
N -1.28 -2.35 -0.15
C 0.24 -0.17 -0.07
C 0.07 0.52 0.14
N 1.25 0.80 0.89
C 0.08 0.33 -1.22
C -0.29 0.42 0.30
N -1.59 3.63 -0.03
C 0.28 0.30 -0.19
C -0.25 -0.96 0.32
H 0.00 -0.07 -0.01
H -0.03 0.02 0.12
H 0.05 0.19 0.04
H -0.31 -0.08 -0.06
H 0.05 -0.03 -0.07
H 0.24 0.14 -0.13
H -0.07 -0.06 -0.03
H -0.30 0.17 0.35
H -0.22 -0.21 0.11
H -0.01 -0.06 0.25
H -0.02 -0.44 -0.09
H -0.33 -0.19 -0.37
H -0.19 0.10 -0.10
H 0.05 -0.14 0.02
H 0.04 -0.03 0.11
H -0.09 -0.10 -0.06
H -0.14 0.08 0.30
H -0.09 0.28 0.36

Its max |F| is 7.679 eV/Å. As for the frontier orbital gap: 5.7 eV. The charge is +1. The calculated total energy comes out at -114829.231 eV. Its spin multiplicity is 1.